{
  "formula": "C2H7N3O",
  "method": "ωB97M-V/def2-TZVPD",
  "spin_multiplicity": 1,
  "lumo_energy_ev": 0.17,
  "homo_energy_ha": -0.275,
  "orbital_gap_ev": 7.6,
  "charge": 0,
  "elements": ["C", "N", "C", "N", "O", "N", "H", "H", "H", "H", "H", "H", "H"],
  "positions_angstrom": [[1.4808, -0.7234, 0.7568], [0.2188, 0.3202, -0.4155], [-1.0298, -0.5354, 0.0005], [0.0968, 1.7442, -0.3694], [-2.0462, -0.1477, -0.8496], [-0.8908, -1.4416, 0.8011], [-2.6191, -0.9352, -0.8942], [0.5475, 0.0840, -1.3505], [-0.6909, 2.0296, -0.9517], [-0.1417, 1.9852, 0.5876], [1.1965, -0.5377, 1.7810], [2.2748, -0.0774, 0.4016], [1.6032, -1.7648, 0.5023]]
}

***

{
  "formula": "C24H27CrFN7O3S",
  "method": "ωB97M-V/def2-TZVPD",
  "spin_multiplicity": 5,
  "lumo_energy_ev": [-3.59, -3.59],
  "homo_energy_ha": [-0.282, -0.328],
  "orbital_gap_ev": [4.1, 5.3],
  "charge": 1,
  "elements": ["Cr", "C", "C", "N", "N", "C", "N", "S", "C", "C", "C", "C", "C", "N", "H", "H", "H", "H", "H", "H", "H", "H", "H", "C", "C", "N", "C", "C", "C", "O", "O", "C", "O", "C", "C", "C", "F", "C", "C", "C", "N", "C", "C", "N", "C", "C", "H", "H", "H", "H", "H", "H", "H", "H", "H", "H", "H", "H", "H", "H", "H", "H", "H", "H"],
  "positions_angstrom": [[3.8015, -1.3893, 0.6098], [6.2907, 2.2393, 0.0110], [5.3540, 1.0798, -0.0874], [5.0534, 0.3182, 0.9831], [5.5223, 0.6152, 2.2198], [5.2273, -0.3486, 3.1117], [5.6482, -0.0635, 4.3498], [4.4816, -1.9049, 2.7806], [4.7052, 0.6658, -1.3582], [4.8226, 1.3569, -2.5896], [4.1030, 0.9221, -3.7010], [3.3544, -0.2408, -3.6162], [3.3318, -0.9260, -2.4179], [3.9808, -0.4951, -1.3118], [6.8899, 2.0736, 0.9231], [5.7369, 3.1925, 0.1436], [6.9332, 2.3459, -0.8661], [6.0605, 0.8446, 4.5111], [5.3189, -0.6065, 5.1307], [5.3976, 2.2927, -2.6484], [4.1053, 1.5176, -4.6173], [2.7572, -0.6465, -4.4455], [2.7960, -1.8708, -2.2806], [-2.9660, -3.3889, -2.0206], [-2.7681, -3.4319, -0.5171], [-1.5663, -2.7012, -0.0635], [-0.3910, -3.3781, -0.0192], [0.8745, -2.7972, 0.2097], [2.0690, -3.7304, 0.0525], [1.8678, -4.9450, -0.0738], [3.2905, -3.2186, 0.0748], [0.9427, -1.3885, 0.4898], [1.9873, -0.6717, 0.8640], [-0.2927, -0.6631, 0.4114], [-0.2922, 0.7382, 0.5961], [-1.4644, 1.4436, 0.5275], [-1.4287, 2.7611, 0.8767], [-2.7331, 0.8157, 0.2988], [-2.7084, -0.5599, 0.0534], [-1.5450, -1.3253, 0.1137], [-3.9382, 1.5018, 0.3997], [-4.8675, 1.0774, 1.4525], [-6.2996, 1.4405, 1.1166], [-6.3953, 2.9065, 0.7866], [-5.4130, 3.3429, -0.2807], [-3.9998, 2.9157, 0.0366], [-3.8256, -4.0037, -2.3048], [-2.0935, -3.7756, -2.5635], [-3.1516, -2.3546, -2.3719], [-2.6163, -4.4458, -0.1583], [-3.6300, -3.0329, 0.0365], [-0.4709, -4.4543, -0.1916], [0.6431, 1.2480, 0.8374], [-3.6693, -1.0553, -0.1482], [-4.5493, 1.4624, 2.4284], [-4.7897, -0.0174, 1.5672], [-7.0079, 1.2423, 1.9278], [-6.6604, 0.9017, 0.2391], [-6.2627, 3.4829, 1.6454], [-7.3583, 3.1415, 0.4967], [-5.4947, 4.4451, -0.3614], [-5.7748, 2.8918, -1.2159], [-3.5262, 3.5577, 0.7942], [-3.3967, 3.0508, -0.8772]]
}

***

{
  "formula": "C35H89BrClFN15O7P4S",
  "method": "ωB97M-V/def2-TZVPD",
  "spin_multiplicity": 1,
  "lumo_energy_ev": -3.95,
  "homo_energy_ha": -0.347,
  "orbital_gap_ev": 5.5,
  "charge": 1,
  "elements": ["C", "C", "C", "C", "N", "C", "Cl", "C", "C", "C", "C", "C", "O", "Br", "C", "S", "O", "O", "F", "N", "N", "H", "H", "H", "H", "H", "H", "H", "H", "H", "H", "H", "H", "H", "H", "H", "H", "H", "O", "P", "N", "C", "C", "N", "C", "C", "N", "C", "C", "H", "H", "H", "H", "H", "H", "H", "H", "H", "H", "H", "H", "H", "H", "H", "H", "H", "H", "O", "P", "N", "C", "C", "N", "C", "C", "N", "C", "C", "H", "H", "H", "H", "H", "H", "H", "H", "H", "H", "H", "H", "H", "H", "H", "H", "H", "H", "O", "P", "N", "C", "C", "N", "C", "C", "N", "C", "C", "H", "H", "H", "H", "H", "H", "H", "H", "H", "H", "H", "H", "H", "H", "H", "H", "H", "H", "O", "P", "N", "C", "C", "N", "C", "C", "N", "C", "C", "H", "H", "H", "H", "H", "H", "H", "H", "H", "H", "H", "H", "H", "H", "H", "H", "H", "H"],
  "positions_angstrom": [[4.5681, 5.6111, 2.8127], [3.0653, 5.8953, 3.3654], [2.1451, 4.5440, 3.3532], [1.7335, 4.2516, 1.8443], [0.5992, 4.7309, 1.0249], [-0.4382, 5.6411, 1.6171], [-2.1748, 5.2606, 1.1187], [-0.0559, 7.2271, 1.4384], [-1.2825, 8.0407, 0.7939], [0.7724, 4.1624, -0.3116], [-0.1657, 4.4217, -1.5710], [0.2262, 5.7632, -2.3995], [-0.5498, 6.7577, -2.4377], [1.9257, 5.9300, -3.4241], [2.0208, 3.2463, -0.3594], [2.7365, 2.2354, -1.7252], [2.4191, 2.7423, -3.0966], [2.1164, 0.8575, -1.5878], [4.3984, 2.2203, -1.5602], [2.5319, 3.3899, 1.0181], [3.6754, 2.6632, 1.2852], [5.1630, 4.9676, 3.5705], [4.5633, 5.0123, 1.8309], [5.1358, 6.5965, 2.6008], [3.1375, 6.3548, 4.4241], [2.5172, 6.6805, 2.7129], [2.8026, 3.7101, 3.8122], [1.2101, 4.7542, 3.9787], [-0.4014, 5.4649, 2.7597], [0.1306, 7.6708, 2.4929], [0.9390, 7.3597, 0.8768], [-0.9285, 9.1249, 0.6465], [-2.2016, 8.0572, 1.4705], [-1.5410, 7.6523, -0.2625], [0.0402, 3.5518, -2.3098], [-1.2850, 4.3905, -1.3586], [3.5788, 1.6767, 0.9747], [3.9196, 2.7079, 2.2914], [-1.9727, -2.4778, -2.6155], [-0.8830, -2.4896, -3.7029], [-1.0361, -0.7887, -3.9569], [-1.0274, -0.0486, -5.2058], [-0.5749, 0.0450, -2.8471], [-1.8843, -3.3234, -4.8377], [-2.2509, -2.8379, -6.1574], [-3.0075, -4.1010, -4.3091], [0.4215, -2.5621, -4.9059], [0.8287, -3.9639, -5.1908], [1.6736, -1.8994, -4.4757], [-0.0658, -0.0773, -5.7295], [-1.2642, 1.0083, -5.0453], [-1.8010, -0.3833, -5.8913], [0.5153, 0.0442, -2.7611], [-0.9772, -0.3133, -1.8948], [-0.9058, 1.0844, -2.9408], [-3.0638, -2.1074, -6.1059], [-2.5919, -3.6645, -6.7911], [-1.4025, -2.4095, -6.6959], [-3.8493, -3.4524, -4.0401], [-2.7087, -4.6742, -3.4291], [-3.3651, -4.8334, -5.0401], [1.1715, -4.4637, -4.2785], [1.6337, -3.9935, -5.9312], [0.0218, -4.5606, -5.6156], [1.9884, -2.2533, -3.4877], [1.5785, -0.8146, -4.4360], [2.4858, -2.0848, -5.1848], [1.5725, 1.0013, 3.1593], [0.4665, 0.2241, 3.9065], [1.2916, -1.2749, 3.6938], [0.7435, -2.5775, 3.3566], [2.5403, -1.4083, 4.4486], [-0.6771, 0.4272, 2.6251], [-1.3444, -0.6463, 1.9045], [-0.4545, 1.5315, 1.6969], [-0.8129, -0.5950, 4.8247], [-1.9443, 0.3205, 5.1318], [-0.3802, -1.0947, 6.1498], [0.0992, -3.0001, 4.1343], [1.5368, -3.3097, 3.1767], [0.1896, -2.5649, 2.4221], [2.3592, -1.5352, 5.5207], [3.1683, -0.5213, 4.3270], [3.1439, -2.2531, 4.1065], [-0.6944, -1.0829, 1.1409], [-2.2407, -0.2712, 1.3974], [-1.7117, -1.4306, 2.5695], [0.3274, 1.2868, 0.9670], [-0.1685, 2.4436, 2.2259], [-1.3661, 1.7816, 1.1436], [-1.6053, 1.1847, 5.7130], [-2.7214, -0.2007, 5.6982], [-2.4377, 0.6946, 4.2351], [0.1141, -0.3083, 6.7293], [0.3008, -1.9413, 6.0726], [-1.2306, -1.4675, 6.7273], [5.8289, -7.5624, -2.3491], [6.0311, -6.1686, -2.9688], [4.7776, -6.4335, -4.1248], [4.7492, -6.0754, -5.5312], [3.4244, -6.5022, -3.5736], [7.5493, -6.5943, -3.6760], [7.8684, -6.5327, -5.0924], [8.2770, -7.7239, -3.0927], [6.2742, -4.5274, -3.6057], [7.4596, -3.8679, -2.9952], [5.1585, -3.5964, -3.3238], [4.7400, -4.9946, -5.7118], [3.8633, -6.4828, -6.0290], [5.5769, -6.5084, -6.0861], [3.0661, -5.5194, -3.2473], [3.3862, -7.1683, -2.7074], [2.7032, -6.9034, -4.2911], [7.4710, -7.3973, -5.6323], [8.9541, -6.5225, -5.2427], [7.5165, -5.6107, -5.5606], [7.8545, -8.6811, -3.4189], [8.2566, -7.6829, -2.0017], [9.3344, -7.7068, -3.3762], [7.3559, -3.8005, -1.9067], [7.5924, -2.8597, -3.3987], [8.3901, -4.3930, -3.2094], [4.8994, -3.5975, -2.2594], [4.2610, -3.8368, -3.8933], [5.4138, -2.5738, -3.6172], [-6.7402, 4.1805, 3.9090], [-6.7661, 2.6438, 3.9963], [-6.7611, 2.4873, 2.2772], [-7.5143, 1.5669, 1.4439], [-5.5178, 2.8939, 1.6213], [-8.3977, 2.6041, 4.5633], [-9.5011, 1.9154, 3.9149], [-8.9251, 3.8139, 5.1992], [-6.7382, 0.8757, 4.1677], [-6.9012, 0.4559, 5.5856], [-5.4659, 0.2500, 3.7477], [-7.2309, 0.5175, 1.5772], [-7.3838, 1.7930, 0.3808], [-8.5866, 1.6541, 1.5947], [-4.7084, 2.1764, 1.7991], [-5.1792, 3.8659, 1.9918], [-5.6352, 3.0089, 0.5400], [-9.8971, 2.4925, 3.0741], [-10.3243, 1.7566, 4.6207], [-9.2285, 0.9124, 3.5790], [-9.2007, 4.5681, 4.4532], [-8.1946, 4.2471, 5.8856], [-9.8125, 3.5938, 5.8014], [-6.1071, 0.8741, 6.2141], [-6.8797, -0.6345, 5.6715], [-7.8572, 0.7633, 6.0083], [-4.6087, 0.7326, 4.2280], [-5.3196, 0.2889, 2.6686], [-5.4488, -0.8149, 3.9973]]
}